(1)
15
Properties=species:S:1:pos:R:3:forces:R:3 method="wB97M-V/def2-TZVPD" de_lowest_ev=0.772 gap_ev=6.843 lumo_energy_ev=-4.17 total_charge=+1 total_energy_ha=-933.05585 mol_weight_da=112.2
C -1.149 -2.451 1.649 -0.14 -0.06 -0.66
N 0.187 -2.786 2.253 -0.39 0.10 0.13
H -1.936 -3.078 2.044 0.06 -0.05 0.53
H -1.336 -1.400 1.809 -0.14 0.13 0.14
H -1.137 -2.658 0.585 0.35 0.13 -0.16
H 0.093 -2.790 3.278 0.32 -0.14 -0.31
H 0.882 -2.084 1.991 0.00 0.01 0.07
H 0.535 -3.687 1.922 -0.04 -0.09 0.22
C -0.124 3.597 -2.463 0.29 -0.19 -0.41
S 0.812 2.229 -3.217 -0.10 -0.23 0.09
S 1.636 1.272 -1.579 -0.19 0.44 -0.17
H -0.996 3.771 -3.089 -0.02 0.04 -0.02
H 0.515 4.478 -2.463 -0.16 0.03 0.22
H -0.439 3.309 -1.471 -0.06 0.05 0.21
H 2.459 2.279 -1.248 0.22 -0.18 0.13

***

(2)
16
Properties=species:S:1:pos:R:3:forces:R:3 method="wB97M-V/def2-TZVPD" de_lowest_ev=0.785 smiles="C[C@]1(F)C(F)=NC=[NH+][C@H]1F" gap_ev=10.312 lumo_energy_ev=-5.97 total_charge=+1 total_energy_ha=-602.90943 mol_weight_da=151.1
C -0.365 2.055 0.099 -3.90 -1.79 4.07
C -0.002 0.621 0.373 0.94 -1.16 -2.64
F -0.213 0.143 1.606 -0.62 0.21 1.69
C 1.459 0.159 0.074 -0.49 0.85 -0.37
F 2.339 1.070 -0.229 -0.23 -0.75 0.16
N 1.729 -1.081 0.035 1.71 1.79 0.33
C 0.762 -1.952 0.211 -1.02 -3.84 0.20
N -0.457 -1.695 -0.212 -0.33 -3.36 -0.34
C -0.788 -0.344 -0.569 -0.77 0.16 -0.45
F -2.109 -0.255 -0.261 -0.20 0.43 -0.22
H -1.178 2.113 -0.610 0.08 0.14 -0.44
H 0.474 2.554 -0.152 2.37 2.29 -0.64
H -0.890 2.344 1.141 1.54 0.07 -2.34
H 1.092 -3.019 0.638 -1.17 2.46 -1.04
H -1.194 -2.481 -0.466 1.99 2.06 1.12
H -0.659 -0.232 -1.679 0.10 0.44 0.92

***

(3)
96
Properties=species:S:1:pos:R:3:forces:R:3 method="wB97M-V/def2-TZVPD" de_lowest_ev=6.432 gap_ev="5.850 / 5.854" lumo_energy_ev="-10.44 / -10.44" total_charge=+3 total_energy_ha=-2603.23568 mol_weight_da=762.3
C -0.534 -0.838 -3.499 -0.18 -0.47 -0.41
C -1.074 -1.949 -1.489 -2.94 -0.10 -0.97
C -1.077 -1.915 -4.205 0.04 0.31 0.31
C -1.946 -2.857 -2.131 0.84 1.01 0.20
C -1.871 -2.851 -3.531 -0.37 0.21 -0.04
H -0.888 -1.972 -5.261 -0.11 -0.21 -0.30
H -2.658 -3.451 -1.557 0.67 -0.43 -0.26
H -2.425 -3.608 -4.088 0.20 0.26 0.05
N -0.710 -0.819 -2.181 1.60 -1.26 1.09
P 1.098 1.395 -2.770 0.13 -0.14 -1.65
P -1.062 -2.067 2.818 2.14 -0.10 0.01
C 0.412 0.200 -4.062 0.19 -0.29 0.20
H 1.274 -0.358 -4.467 -0.33 0.25 -0.07
H -0.055 0.758 -4.875 0.19 -0.18 0.11
C 1.291 0.461 1.369 2.03 2.45 4.35
O 1.880 0.686 2.382 -1.92 -1.83 -3.94
C -0.515 -1.898 -0.129 -4.96 2.77 0.56
H -1.095 -1.391 0.691 0.23 -0.16 -0.62
C -1.577 -3.853 2.816 -0.86 0.38 0.72
C -2.039 -0.725 3.591 -1.08 -0.50 -0.68
C 2.977 1.309 -2.761 0.04 0.15 -0.25
C 0.348 2.968 -3.429 0.18 0.27 0.16
C -0.243 -4.593 3.109 0.26 0.44 0.24
H 0.100 -4.405 4.137 -0.15 -0.13 -0.22
H -0.360 -5.679 2.980 -0.19 0.34 0.03
H 0.563 -4.260 2.439 -0.27 -0.10 0.28
C -2.680 -4.163 3.841 -0.19 -0.23 0.15
H -2.491 -3.737 4.836 -0.03 -0.29 -0.22
H -3.650 -3.793 3.470 0.41 -0.28 0.27
H -2.747 -5.259 3.923 -0.04 0.36 0.14
C -2.148 -4.240 1.441 -0.14 0.27 -0.83
H -2.193 -5.339 1.394 -0.05 0.33 0.07
H -3.160 -3.833 1.291 0.22 -0.20 0.20
H -1.536 -3.874 0.609 -0.19 -0.35 0.39
C -1.596 -0.747 5.068 0.53 -0.41 0.10
H -0.537 -0.450 5.142 -0.32 -0.04 0.06
H -2.187 -0.036 5.662 -0.01 -0.16 -0.25
H -1.689 -1.742 5.527 -0.12 0.30 -0.01
C -1.701 0.633 2.949 0.42 -0.08 -0.18
H -0.624 0.832 2.902 -0.24 -0.01 0.23
H -2.092 0.705 1.925 -0.02 -0.13 0.22
H -2.183 1.433 3.534 0.12 -0.35 -0.01
C -3.510 -1.007 3.279 -0.56 0.26 0.38
H -3.929 -1.839 3.852 0.07 0.32 -0.06
H -4.094 -0.096 3.479 -0.06 -0.34 -0.01
H -3.611 -1.238 2.208 -0.19 0.08 0.18
C 0.854 4.157 -2.591 -0.13 0.18 -0.27
H 0.353 5.057 -2.977 0.22 -0.11 0.18
H 0.584 4.064 -1.527 0.20 -0.03 -0.27
H 1.939 4.305 -2.686 -0.41 0.00 0.05
C -1.185 2.858 -3.297 0.09 0.05 0.01
H -1.599 2.049 -3.913 0.01 0.21 0.15
H -1.512 2.718 -2.258 0.07 -0.08 -0.19
H -1.619 3.808 -3.640 0.06 -0.28 0.00
C 0.686 3.190 -4.916 0.02 0.31 -0.06
H 0.097 4.055 -5.246 0.15 -0.13 -0.02
H 1.742 3.421 -5.078 -0.35 -0.01 0.01
H 0.412 2.352 -5.568 0.08 0.33 0.16
C 3.416 -0.161 -2.645 -0.01 -0.05 0.09
H 3.029 -0.785 -3.464 0.22 0.17 0.20
H 4.517 -0.196 -2.685 -0.37 0.04 -0.06
H 3.122 -0.603 -1.680 0.08 0.18 -0.33
C 3.529 2.076 -1.536 -0.24 0.07 -0.15
H 3.241 1.595 -0.584 0.11 0.10 -0.22
H 4.628 2.057 -1.601 -0.35 0.02 0.12
H 3.205 3.127 -1.519 0.20 -0.34 0.04
C 3.521 1.917 -4.060 0.40 0.04 -0.01
H 3.064 1.476 -4.958 0.15 0.15 0.23
H 3.409 3.010 -4.083 0.01 -0.35 -0.02
H 4.600 1.711 -4.102 -0.25 0.04 -0.04
Hf 0.188 0.472 -0.547 0.61 -2.47 0.90
N 1.639 -0.965 0.193 -1.68 -1.10 -0.29
C 0.826 -2.024 -0.078 5.65 -0.20 0.61
C 1.482 -3.387 -0.485 -0.19 0.30 0.13
C 0.598 -4.639 -0.355 -0.05 -0.21 0.23
C 1.767 -3.298 -1.980 0.39 0.03 -0.37
C 2.695 -3.513 0.440 0.12 0.39 -0.09
H 0.282 -4.860 0.669 0.03 0.15 -0.43
H -0.270 -4.590 -1.025 0.08 -0.06 0.27
H 1.170 -5.527 -0.673 -0.02 0.46 0.02
H 2.381 -2.426 -2.218 -0.01 -0.35 -0.08
H 2.264 -4.227 -2.315 -0.18 0.54 0.01
H 0.798 -3.207 -2.510 0.54 -0.13 -0.01
H 3.329 -4.347 0.159 0.07 -0.13 -0.06
H 3.264 -2.574 0.418 0.06 -0.48 0.05
H 2.347 -3.667 1.473 0.22 0.03 -0.27
C -3.128 3.332 0.770 -0.38 0.31 -0.02
S -1.384 3.546 0.351 -0.11 -2.30 0.88
C -0.766 3.881 2.014 0.04 0.36 0.19
O -0.950 1.997 0.100 -0.87 2.33 0.13
H -3.609 4.309 0.636 0.10 -0.15 -0.02
H -3.264 3.010 1.811 0.24 0.02 -0.42
H -3.582 2.614 0.079 0.25 0.22 0.01
H -1.413 3.446 2.786 0.23 0.01 -0.42
H 0.262 3.516 2.114 -0.17 0.10 -0.21
H -0.775 4.974 2.119 0.06 -0.18 -0.05

***

(4)
25
Properties=species:S:1:pos:R:3:forces:R:3 method="wB97M-V/def2-TZVPD" de_lowest_ev=2.260 gap_ev="7.989 / 7.216" lumo_energy_ev="0.02 / -0.48" total_energy_ha=-3472.83690 mol_weight_da=254.6
C 2.824 -0.426 -0.319 -1.25 1.35 1.06
C -1.534 0.759 1.541 -1.49 1.37 1.35
C -1.896 1.858 0.455 -2.21 -0.07 -0.22
C -1.339 -0.488 0.665 2.58 2.45 0.39
C -0.894 1.509 -0.664 -0.33 0.75 -1.02
C -0.841 -0.025 -0.710 -1.30 -0.68 -0.24
C 1.824 -0.403 0.753 0.94 -3.09 -3.03
N 3.314 -1.441 -0.841 -2.45 -1.23 2.69
N 0.338 -1.966 -1.268 1.26 -0.30 -0.03
N 0.377 -0.669 -1.136 1.57 0.11 0.36
Cl 1.787 -1.982 1.503 -0.44 0.11 0.29
Br 3.057 1.404 -0.983 0.34 -0.04 -0.02
H -0.702 1.080 2.257 -0.69 -0.56 -1.42
H -2.423 0.596 2.253 1.23 0.23 -1.03
H -3.045 1.742 0.116 2.48 -0.47 0.47
H -1.980 2.953 0.708 0.95 -1.13 0.23
H -0.543 -1.087 1.001 0.43 -1.19 1.02
H -2.233 -0.949 0.610 -2.82 -1.93 -0.18
H -1.233 1.820 -1.655 -0.12 0.32 0.08
H 0.035 2.078 -0.521 0.10 -0.79 0.23
H -1.566 -0.416 -1.474 0.26 0.66 0.40
H 1.732 0.354 1.432 -0.32 2.06 1.27
H 4.004 -1.368 -1.469 2.82 0.71 -3.11
H 1.316 -2.405 -1.483 -2.29 1.04 0.63
H -0.378 -2.527 -0.769 0.74 0.34 -0.15